Formula: C24H64B6F24N4O8
Source: the OMol25 dataset
Level of theory: ωB97M-V with the def2-TZVPD basis set

Spin multiplicity ... 1
Net charge ... -2
E_tot ... -117573.677 eV
Kohn-Sham gap ... 6.17 eV
E_LUMO ... 1.468 eV

```
130
Properties=species:S:1:pos:R:3:lowdin_charge:R:1
C -6.086 -2.980 -2.143 -0.04
H -4.986 2.690 0.767 0.09
H -0.002 1.758 2.284 0.14
H 4.573 1.149 5.323 0.15
H 1.436 -2.433 -1.429 0.14
H -1.767 -0.079 -1.733 0.06
H -0.710 3.225 0.284 0.11
H -0.276 5.185 4.801 0.09
C 1.200 0.375 -3.140 -0.12
H 5.134 -4.722 -0.536 0.08
C 2.769 -2.479 0.252 -0.19
H 3.324 -1.974 1.043 0.10
H 4.866 0.817 2.647 0.13
C -1.672 0.672 1.690 -0.07
C -2.717 -2.195 -3.696 -0.07
C -0.635 4.418 2.115 -0.17
F 2.641 -2.674 -6.065 0.14
C -4.813 -2.063 -2.516 -0.14
F -4.016 4.326 -0.923 0.13
H -2.289 -1.890 -2.741 0.06
H 4.145 -2.011 8.870 0.09
H 4.517 3.253 2.466 0.14
F -1.233 -2.740 1.508 0.15
H 3.287 3.321 3.571 0.12
B 1.685 -3.255 -5.289 -1.47
C -1.212 3.238 1.252 -0.02
O -8.620 -3.479 -5.702 -0.21
H 3.042 0.644 5.014 0.15
H 2.091 -3.151 0.778 0.12
H -5.727 1.300 1.618 0.08
H 4.340 -4.394 0.940 0.08
H 2.393 -1.182 6.197 0.12
H 5.555 -3.267 0.365 0.07
C -9.509 -3.837 -6.704 -0.11
F -3.282 2.506 -2.002 0.21
H -5.823 -3.883 -1.592 0.13
N -6.956 -3.244 -3.417 0.08
O 3.610 -3.238 -0.632 -0.18
H -1.198 1.974 3.070 0.15
H 3.528 -2.520 6.274 0.13
F 4.717 2.272 -4.647 0.17
H -7.093 -1.403 -4.562 0.13
H 2.445 -1.369 -3.522 0.11
C -3.126 0.914 1.247 -0.14
H 5.280 -1.060 4.974 0.13
O 5.112 3.003 4.323 -0.18
O -3.774 1.926 2.042 -0.22
F 0.675 -2.492 -4.816 0.15
H -1.072 0.363 0.834 0.12
H -2.140 -3.114 -3.795 0.11
N 2.857 -0.643 -1.540 0.13
H -9.104 -4.709 -7.218 0.10
F 7.180 -2.209 3.248 0.12
F -1.370 -2.206 -0.726 0.12
H 6.519 4.393 5.099 0.08
H 3.948 -1.434 3.893 0.13
H -3.756 0.025 1.264 0.13
F -2.259 -4.121 -0.001 0.05
F 6.425 3.617 -5.009 0.11
F 2.175 3.107 1.350 0.20
C 4.211 -0.916 4.815 -0.02
H 0.903 0.347 -4.189 0.13
F 6.751 1.573 -4.307 0.09
C 4.724 -3.899 0.048 -0.07
F 6.009 1.888 -6.393 0.16
H 1.210 -1.155 -0.262 0.10
H -4.168 -1.981 -1.641 0.12
H 1.378 1.384 -2.767 0.12
F 1.568 3.324 -0.819 0.16
H -2.242 3.414 0.943 0.12
C -7.776 -1.956 -3.917 0.00
H 5.790 4.913 3.570 0.10
C 4.087 1.250 3.275 -0.01
H -3.108 1.336 0.242 0.11
H -9.642 -2.948 -7.321 0.09
F 3.190 1.985 -0.014 0.14
H -2.518 -1.541 -4.545 0.10
C 3.757 -1.055 8.519 -0.13
B -1.203 -3.193 0.231 -1.45
O -4.023 -2.765 -3.549 -0.21
H -1.105 1.504 -1.788 0.07
H 2.692 -1.251 8.638 0.08
F -3.155 4.536 -2.952 0.15
O -1.466 4.465 3.234 -0.18
B 1.936 2.486 0.226 -1.51
B 5.951 2.343 -5.133 -1.52
F 2.379 -3.701 -4.181 0.10
H -1.454 0.854 -3.344 0.10
H 3.802 -0.985 -1.433 0.16
H -2.007 5.722 4.709 0.09
H -8.063 -1.404 -3.023 0.12
F 1.133 1.411 0.456 0.17
C 1.970 -1.722 -0.799 -0.06
C -1.116 5.432 4.152 -0.14
H -6.742 -2.461 -1.444 0.11
C -5.090 2.178 1.723 -0.12
H 0.430 4.241 2.266 0.12
O 0.127 -0.124 -2.253 -0.22
H -5.038 -1.028 -2.772 0.12
C 5.622 4.340 4.482 -0.06
H -1.535 -0.151 2.393 0.13
H 3.130 0.896 2.893 0.13
F -0.104 -3.856 -0.033 0.21
H 3.341 0.199 -3.489 0.13
H -9.883 -2.591 -4.285 0.12
H -6.492 -3.760 -4.151 0.16
C 4.194 2.749 3.377 -0.26
F 7.711 -1.333 1.319 0.18
H 5.036 4.958 5.163 0.08
C -1.134 0.566 -2.343 -0.10
C 2.555 -0.402 -3.031 -0.01
C 3.452 -1.439 6.158 -0.15
F -1.924 4.081 -1.327 0.16
H -5.480 2.746 2.567 0.09
B 6.867 -1.218 2.344 -1.46
H -0.816 5.343 1.567 0.14
H -0.872 6.385 3.681 0.09
N -0.975 1.937 2.085 0.08
F 5.567 -1.368 1.862 0.10
C -9.004 -2.370 -4.889 -0.16
O 4.028 -0.692 7.213 -0.21
F 7.044 -0.017 2.971 0.13
H -7.682 -3.915 -3.212 0.15
H -10.493 -4.161 -6.365 0.09
H 2.887 0.166 -0.936 0.12
H -9.198 -1.544 -5.574 0.12
H 3.855 -0.136 9.096 0.10
N 4.001 0.595 4.701 0.09
F 1.104 -4.321 -5.925 0.11
B -3.135 3.791 -1.822 -1.59
```